92
Properties=species:S:1:pos:R:3 method="wB97M-V/def2-TZVPD" mol_weight_g_mol=797.57 s_squared=2.03 multiplicity=3 gap_ev="9.36 / 4.36" total_charge=0 de_lowest_kj_mol=29.96
H -1.43 3.16 -2.11
H 2.46 3.03 -3.02
H -4.06 2.34 4.94
H -2.39 -3.99 -0.07
C 0.44 -0.04 5.84
C -2.48 2.91 -2.31
C 0.71 -0.97 3.52
C -2.91 1.34 1.81
H 4.63 1.71 -0.24
H -2.10 -0.07 4.14
C 0.75 3.73 4.85
C -1.95 -3.09 0.38
C 3.34 -3.19 -0.68
H 3.39 0.71 -1.01
C 1.42 -0.47 4.74
H -1.85 -4.23 2.90
H 2.65 4.73 1.33
N 0.13 -0.22 2.57
N -0.41 -1.03 1.62
N 5.17 -2.97 -2.48
H -1.07 5.48 3.84
C -3.56 1.22 3.17
H -3.10 3.62 -1.77
C 2.44 0.61 4.41
C -1.10 -4.58 2.19
N -1.38 1.30 0.20
H 4.41 1.75 -2.00
H 0.94 -2.27 -3.21
C -0.73 -3.47 1.20
H -0.88 0.77 -2.68
H 0.05 -3.87 0.54
C -1.93 0.49 -2.68
H -4.64 1.41 0.44
H -1.41 3.97 3.00
C -3.57 1.38 0.60
N -1.59 1.33 1.55
H 3.17 0.24 3.68
H -3.82 1.26 -2.05
C 1.91 2.87 -2.09
C -2.58 1.35 -0.38
H -2.66 3.03 -3.37
H 0.99 0.21 6.75
H 0.44 4.51 5.55
H -1.71 -2.40 -0.42
Au 0.58 0.07 -0.20
O 0.25 -1.57 -1.46
H 0.88 -3.16 3.72
H -3.32 -0.94 3.22
H -0.70 1.64 3.61
H 1.18 3.67 -1.96
C -0.71 4.80 3.08
C -3.40 2.44 4.08
C 3.89 1.68 -1.04
C 2.14 2.79 0.40
C 2.86 -2.07 -0.04
C 4.35 -3.07 -1.67
C 0.55 -2.31 3.15
H -2.01 -0.53 -2.29
H -2.71 -2.63 1.02
H 1.38 5.14 3.41
H -4.62 1.14 2.93
C 1.20 3.40 2.32
H -2.38 2.54 4.45
C 2.84 -4.46 -0.30
H 1.96 -1.35 5.12
N 1.31 1.82 0.79
C 2.11 3.80 1.36
H -3.66 3.36 3.56
H -0.70 5.32 2.12
O 1.73 -0.47 -2.69
N 0.73 2.19 1.96
H 3.43 3.76 -0.89
H -3.73 -0.21 4.78
N 2.41 -5.48 0.02
H 1.75 3.41 5.13
H 1.97 1.49 3.99
H 1.38 1.92 -2.21
H -2.27 0.48 -3.72
C -0.16 -2.31 1.96
H -0.23 -4.94 2.75
C -3.15 -0.08 3.87
H 0.07 2.89 4.99
H -0.27 -0.84 6.07
H 2.98 0.90 5.31
H -1.51 -5.44 1.65
N 2.44 -1.12 0.50
C -2.77 1.47 -1.87
C 1.00 -1.43 -2.50
H -0.13 0.84 5.54
C 0.70 4.29 3.43
C 2.88 2.82 -0.90
B -0.38 1.28 2.52